Here is a molecular structure, C2H4ORu in a non-equilibrium geometry from OMol25. Energies are from ωB97M-V with the def2-TZVPD basis set.

Geometry (Å):
1 C 0.0493 0.7614 0.1548
2 C 0.9515 -0.1960 -0.4276
3 O 1.4497 -0.1539 -1.5588
4 Ru -1.7536 -0.2227 0.6271
5 H -0.2930 1.5170 -0.5682
6 H 0.3960 1.1817 1.1104
7 H -2.0752 -1.8753 0.3983
8 H 1.2754 -1.0123 0.2638

Output
2S+1 = 6
M = 145.12 g/mol
relative energy (zero: lowest compared OMol25 entry of this formula, charge and spin) = 171.9 kJ/mol
net charge = +1

Results of the natural (NBO) charge analysis, in e, for atoms 1 through 6: atom 1 (C): -0.886, atom 2 (C): 0.318, atom 3 (O): -0.041, atom 4 (Ru): 1.019, atom 5 (H): 0.267, atom 6 (H): 0.300



Here is C4H9NOS in the gas phase in a non-equilibrium geometry from OMol25. Energies are from ωB97M-V with the def2-TZVPD basis set.

Geometry (Å):
1 C -1.1203 -1.6891 -2.0396
2 O -0.3692 -1.9148 -0.7842
3 C -0.2342 -0.8573 0.0173
4 C -0.0679 -1.3375 1.5067
5 N 0.0123 0.3825 -0.2577
6 S 0.4583 1.3616 0.9946
7 C 0.8385 2.4444 -0.2648
8 H -1.7556 -0.7510 -1.9535
9 H -1.6240 -2.5195 -2.3747
10 H -0.3121 -1.5891 -2.7568
11 H -0.1075 -2.4039 1.3001
12 H -1.0068 -0.8691 2.1073
13 H 0.9057 -0.8379 1.9778
14 H 1.0747 3.2906 0.4222
15 H 0.0930 2.7554 -1.1099
16 H 1.7710 2.4163 -0.7667

Output
M = 119.19 g/mol
relative energy (zero: lowest compared OMol25 entry of this formula, charge and spin) = 379.7 kJ/mol

Results of the natural (NBO) charge analysis, in e, for atoms 1 through 6: atom 1 (C): -0.257, atom 2 (O): -0.510, atom 3 (C): 0.573, atom 4 (C): -0.731, atom 5 (N): -0.700, atom 6 (S): 0.465



Here is C22H24BrNO4 in the gas phase from OMol25. Energies are from ωB97M-V with the def2-TZVPD basis set.

Geometry (Å):
1 O -1.1502 -2.7010 -1.5970
2 C -1.1712 -1.9542 -0.6395
3 N -2.1903 -1.1242 -0.2979
4 C -3.3992 -0.8855 -0.9526
5 C -4.2324 0.1037 -0.4324
6 C -5.4377 0.3915 -1.0419
7 C -5.8274 -0.3038 -2.1749
8 C -5.0013 -1.2876 -2.6915
9 C -3.7915 -1.5840 -2.0905
10 C -0.0043 -1.8437 0.2903
11 C 1.1248 -2.5079 0.0433
12 C 2.3339 -2.4149 0.9166
13 C 3.4655 -1.6533 0.2573
14 C 3.2681 -0.8748 -0.8747
15 C 4.3136 -0.1646 -1.4363
16 C 5.5677 -0.2389 -0.8584
17 Br 7.0129 0.7436 -1.6200
18 C 5.7933 -1.0170 0.2633
19 C 4.7383 -1.7212 0.8122
20 C 1.9342 -1.7666 2.2524
21 C 0.9999 -0.5815 2.0049
22 O 1.6818 0.3771 1.2607
23 C 1.1747 1.6967 1.3123
24 C -0.2093 1.8676 0.6823
25 C -0.5715 3.3391 0.5130
26 C -2.0042 3.5062 -0.0010
27 O -2.3261 4.8433 -0.2890
28 O -0.1903 -0.9998 1.3640
29 H -2.0338 -0.5790 0.5404
30 H -3.9277 0.6462 0.4522
31 H -6.0737 1.1619 -0.6319
32 H -6.7694 -0.0784 -2.6512
33 H -5.2998 -1.8335 -3.5740
34 H -3.1473 -2.3472 -2.4934
35 H 1.1646 -3.1312 -0.8355
36 H 2.6967 -3.4294 1.1239
37 H 2.2880 -0.8150 -1.3210
38 H 4.1544 0.4422 -2.3146
39 H 6.7790 -1.0721 0.6997
40 H 4.9127 -2.3335 1.6856
41 H 1.3979 -2.4898 2.8691
42 H 2.8114 -1.4128 2.7918
43 H 0.6529 -0.1549 2.9624
44 H 1.1535 2.0408 2.3577
45 H 1.9129 2.2850 0.7620
46 H -0.9554 1.3847 1.3175
47 H -0.2173 1.3723 -0.2907
48 H -0.4703 3.8547 1.4732
49 H 0.1123 3.8117 -0.1943
50 H -2.1330 2.9666 -0.9424
51 H -2.7118 3.0913 0.7334
52 H -2.1986 5.3751 0.5049

Output
M = 446.34 g/mol
relative energy (zero: lowest compared OMol25 entry of this formula, charge and spin) = 7.4 kJ/mol

Results of the natural (NBO) charge analysis, in e, for atoms 1 through 6: atom 1 (O): -0.603, atom 2 (C): 0.636, atom 3 (N): -0.618, atom 4 (C): 0.232, atom 5 (C): -0.276, atom 6 (C): -0.183



Here is C3H6O in the gas phase from OMol25. Energies are from ωB97M-V with the def2-TZVPD basis set.

Geometry (Å):
1 C 0.4913 0.4180 -1.3476
2 C 0.2410 0.2792 -0.0565
3 C -0.7541 -0.6669 0.5382
4 O 0.9143 1.0843 0.8258
5 H -0.0623 -0.0807 -2.1186
6 H 1.2608 1.1058 -1.6704
7 H -0.7752 -1.6088 -0.0052
8 H -0.4751 -0.9863 1.5504
9 H -1.7423 -0.2227 0.5792
10 H 0.9016 0.6780 1.7048

Output
M = 58.08 g/mol
relative energy (zero: lowest compared OMol25 entry of this formula, charge and spin) = 66.9 kJ/mol

Results of the natural (NBO) charge analysis, in e, for atoms 1 through 6: atom 1 (C): -0.509, atom 2 (C): 0.314, atom 3 (C): -0.677, atom 4 (O): -0.681, atom 5 (H): 0.203, atom 6 (H): 0.209



Here is C8H8O2Si in the gas phase in a non-equilibrium geometry from OMol25. Energies are from ωB97M-V with the def2-TZVPD basis set.

Geometry (Å):
1 C 3.0514 -0.6639 -0.1683
2 C 2.3614 -1.8492 0.0296
3 C 2.4193 0.5722 -0.0397
4 C 0.9489 -1.7280 0.1898
5 C 1.1084 0.6610 0.2289
6 C 0.2995 -0.5193 0.2723
7 C -2.3666 2.6364 -0.3045
8 C -3.1577 -1.1490 0.0996
9 O -1.6807 1.3803 -0.0109
10 O -3.2379 -2.3391 -0.0045
11 Si -1.5468 -0.1831 0.2923
12 H 4.1436 -0.5848 -0.2632
13 H 2.9335 -2.7283 0.1106
14 H 2.8946 1.5095 -0.2648
15 H 0.3766 -2.5688 0.1746
16 H 0.6870 1.5802 0.2833
17 H -3.3917 2.6561 -0.4240
18 H -3.9232 -0.4034 0.1923
19 H -1.9197 3.7214 -0.3933

Output
M = 164.24 g/mol
relative energy (zero: lowest compared OMol25 entry of this formula, charge and spin) = 235.4 kJ/mol

Results of the natural (NBO) charge analysis, in e, for atoms 1 through 6: atom 1 (C): -0.191, atom 2 (C): -0.211, atom 3 (C): -0.219, atom 4 (C): -0.181, atom 5 (C): -0.178, atom 6 (C): -0.487



The lowest M belongs to which entry?
C3H6O



Copy entry 5 word for word.
Here is C8H8O2Si in the gas phase in a non-equilibrium geometry from OMol25. Energies are from ωB97M-V with the def2-TZVPD basis set.

Geometry (Å):
1 C 3.0514 -0.6639 -0.1683
2 C 2.3614 -1.8492 0.0296
3 C 2.4193 0.5722 -0.0397
4 C 0.9489 -1.7280 0.1898
5 C 1.1084 0.6610 0.2289
6 C 0.2995 -0.5193 0.2723
7 C -2.3666 2.6364 -0.3045
8 C -3.1577 -1.1490 0.0996
9 O -1.6807 1.3803 -0.0109
10 O -3.2379 -2.3391 -0.0045
11 Si -1.5468 -0.1831 0.2923
12 H 4.1436 -0.5848 -0.2632
13 H 2.9335 -2.7283 0.1106
14 H 2.8946 1.5095 -0.2648
15 H 0.3766 -2.5688 0.1746
16 H 0.6870 1.5802 0.2833
17 H -3.3917 2.6561 -0.4240
18 H -3.9232 -0.4034 0.1923
19 H -1.9197 3.7214 -0.3933

Output
M = 164.24 g/mol
relative energy (zero: lowest compared OMol25 entry of this formula, charge and spin) = 235.4 kJ/mol

Results of the natural (NBO) charge analysis, in e, for atoms 1 through 6: atom 1 (C): -0.191, atom 2 (C): -0.211, atom 3 (C): -0.219, atom 4 (C): -0.181, atom 5 (C): -0.178, atom 6 (C): -0.487